Version one
# C6H39NO13

A 13-piece molecular cluster, C6H39NO13 overall (the ωB97M-V functional and the def2-TZVPD basis, the OMol25 dataset).

The gap between HOMO and LUMO is 9.5 eV.

```
! RIJCOSX wB97M-V def2-TZVPD def2/J DEFGRID3
* xyz 0 1
O 1.21413 4.71564 -1.32080
O 0.27642 2.14892 -3.16571
O 2.47024 -1.97516 1.91437
O -0.22465 1.99693 1.83774
O -1.58371 -0.04167 -2.74596
O -0.49320 -2.59118 4.51399
O 2.24548 -4.43546 -1.31650
O -2.61263 1.86538 -0.67305
O -2.11437 3.88358 1.44939
O 1.42141 0.55890 3.01087
O 3.69320 3.57646 -1.19179
O -1.86837 3.92631 -2.80309
O 2.21020 1.24335 -0.00134
N 0.90233 -1.60096 -1.86929
C 0.52730 -2.71708 -1.02067
C -0.98770 -1.78034 1.72089
C 0.92307 -4.04954 -1.57598
C -1.94617 -0.59198 1.44006
C -1.19520 -3.02232 0.83165
C -1.03032 -2.76116 -0.68967
H -0.93456 -0.51409 -2.19021
H 0.58519 -4.18053 -2.60814
H -1.91061 1.56849 -1.27601
H -1.44903 0.26888 0.97331
H 1.91575 4.96227 -1.92640
H -1.22492 4.50140 -3.22418
H 1.45279 4.06852 -0.66694
H -0.10644 1.27172 -3.00350
H 0.38142 -4.84757 -1.01859
H 3.01226 -3.96506 -1.64464
H 1.25301 1.11767 0.10997
H 1.43497 -1.85589 -2.69236
H -0.58317 -3.86356 1.14884
H -1.12549 1.73057 2.07975
H 0.49574 0.41577 3.16612
H 1.35106 -0.78404 -1.48431
H 1.75620 -1.44041 2.27357
H -2.99561 2.59474 -1.17991
H 1.56421 1.37999 2.55580
H 2.44376 -2.76477 2.45761
H -2.37988 -0.22621 2.37788
H -1.28272 3.18956 -2.56467
H -2.79670 -0.93954 0.81392
H -2.20875 -3.47934 0.94907
H 3.66786 2.73758 -0.71508
H 3.96236 3.35357 -2.09119
H -2.71520 4.61945 1.55275
H -2.45687 -0.42400 -2.65995
H 0.42724 -2.81861 4.72214
H -0.49929 2.93919 1.85462
H -0.72855 -1.87635 5.13624
H -1.15505 -2.19159 2.74626
H 1.21842 2.20871 -3.04121
H -0.02303 -1.29048 1.53736
H -2.35315 3.42405 0.63496
H -1.70711 -1.91825 -0.94715
H 2.39497 0.75768 0.84949
H -1.45775 -3.56999 -1.30452
H 0.94924 -2.50816 -0.04575
*
```

---

Version two
# C6H39NO13

A 13-piece molecular cluster, C6H39NO13 overall (the ωB97M-V functional and the def2-TZVPD basis, the OMol25 dataset).

The gap between HOMO and LUMO is 9.5 eV.

```
! RIJCOSX wB97M-V def2-TZVPD def2/J DEFGRID3
* xyz 0 1
O -2.24800 -1.24948 -1.78794
O -3.65760 1.05680 -2.24729
O -2.84623 -1.28954 2.09795
O 3.70030 -0.79477 1.06386
O -0.36771 -3.15670 -2.27990
O -2.23960 2.96928 -0.92084
O 1.56115 -1.61684 2.32775
O -3.47173 0.26602 0.21136
O 0.30459 3.43906 -1.71586
O -0.72488 -2.79953 1.81992
O 0.97884 -3.88716 0.17592
O 3.43538 2.13035 0.67877
O 0.86865 0.93366 2.67110
N 1.04538 0.93159 -0.36348
C 0.04442 1.74711 1.79662
C 1.80560 0.15312 -2.74810
C -0.04010 0.70988 0.65828
C -1.35524 1.86078 2.39492
C 0.91417 -0.06818 -1.47151
C 3.30925 -0.21296 -2.38439
H 1.93423 0.92275 0.08107
H -3.14184 -2.19342 2.34686
H -2.10073 2.16989 1.60752
H 0.77052 4.13293 -1.83707
H -3.31898 -0.28433 0.91707
H -0.43408 -3.26287 0.99570
H 0.97013 -2.24611 1.98933
H -0.98309 0.83529 0.15059
H -1.09408 -3.66848 -2.55457
H 1.56575 -3.17808 0.06139
H -3.27300 1.92495 -1.86663
H 1.80888 1.24955 -2.83359
H 3.74407 -0.80506 2.11766
H 3.46218 -1.19299 -2.71331
H -0.70515 -3.54149 2.45138
H -0.98784 -2.36797 -2.15062
H 1.80725 1.11400 2.66586
H 1.11100 -0.81843 2.61088
H 0.74511 2.83648 -1.28512
H -2.73009 1.06501 0.20460
H 3.98167 0.56221 -2.81015
H 3.85698 2.39571 -0.17062
H -1.44730 2.53695 3.23370
H 0.47347 2.66485 1.55091
H 0.01413 -0.34750 0.96733
H 1.30961 -0.40912 -3.59394
H -2.64431 3.72107 -1.24640
H -1.30841 2.94759 -1.16614
H -2.52439 -1.06853 -0.88337
H 3.63250 1.14722 0.70549
H 3.61825 0.05313 -1.39620
H 1.20323 -1.04260 -1.02125
H 2.68638 -0.95052 1.00400
H -2.49812 -0.48538 -2.41933
H -1.93273 -1.35486 1.93160
H -4.18028 0.63444 -1.58883
H 0.59175 -4.12258 -0.64427
H -0.10656 -0.10829 -1.87457
H -1.60771 0.86574 2.77414
*
```

---

Going by the energies, version one is most stable and the next is 1.129 eV up.

---

Version one
# C4H7N4

An isolated ion of composition C4H7N4 and charge +1 (the ωB97M-V functional and the def2-TZVPD basis, the OMol25 dataset).

The gap between HOMO and LUMO is 7.5 eV.

```
! RIJCOSX wB97M-V def2-TZVPD def2/J DEFGRID3
* xyz 1 1
N 1.17243 0.38212 -1.13631
N -1.81198 0.69981 -1.06523
N 0.89265 -0.42223 1.03593
N -1.89752 -0.67127 0.93682
C 0.14504 -0.06720 0.09044
C 2.42220 0.34674 -0.71584
C 2.31156 -0.20628 0.68131
C -1.30817 -0.00141 -0.03814
H -2.87208 -0.85663 1.04767
H 2.81145 -1.13792 0.90521
H 0.74784 0.55492 -2.06609
H -1.29560 -0.94863 1.69371
H -1.21478 1.17228 -1.64681
H -2.81933 0.67276 -1.16915
H 2.71631 0.48293 1.44646
*
```

---

Version two
# C4H7N4

An isolated ion of composition C4H7N4 and charge +1 (the ωB97M-V functional and the def2-TZVPD basis, the OMol25 dataset).

The gap between HOMO and LUMO is 10.8 eV.

```
! RIJCOSX wB97M-V def2-TZVPD def2/J DEFGRID3
* xyz 1 1
N 0.41244 2.81259 0.97975
N 0.69063 -1.23654 0.32199
N -0.74050 -0.40648 2.20934
N 0.67816 -0.85014 -1.04899
C -0.29679 -0.45289 1.06691
C -0.11853 1.86598 0.61961
C -0.75062 0.63548 0.09108
C -0.32446 0.20750 -1.24481
H 1.57280 -0.37742 -1.29888
H 1.65636 -1.14433 0.59965
H 0.60253 -1.70817 -1.60578
H -0.45297 -1.06382 2.92397
H -1.83764 0.91273 0.01474
H 0.17607 1.06878 -1.85000
H -1.26749 -0.26328 -1.77857
*
```

---

Going by the energies, version one is most stable and the next is 0.650 eV up.